Entry 1:
{"formula": "C25H36Cl2NO4Si2", "method": "the ωB97M-V functional and the def2-TZVPD basis", "relative_energy_kj_mol": 0.0, "total_charge": 1, "orbital_gap_ev": 4.708, "elements": ["Cl", "Cl", "Si", "Si", "O", "O", "O", "O", "N", "C", "C", "C", "C", "C", "C", "C", "C", "C", "C", "C", "C", "C", "C", "C", "C", "C", "C", "C", "C", "C", "C", "C", "C", "C", "H", "H", "H", "H", "H", "H", "H", "H", "H", "H", "H", "H", "H", "H", "H", "H", "H", "H", "H", "H", "H", "H", "H", "H", "H", "H", "H", "H", "H", "H", "H", "H", "H", "H", "H", "H"], "coordinates": [[1.69781, -5.25444, -0.06270], [-1.37711, 0.79539, 8.36473], [2.52457, -0.73780, -2.68154], [1.83959, 3.23659, -1.45717], [-4.35752, 0.42877, -1.76847], [-3.74670, 2.08841, -3.17554], [2.01397, 0.49572, -1.56193], [0.52541, 2.16767, -1.78669], [0.64291, 0.78292, -1.76527], [-2.83942, -0.68633, 4.97060], [-0.31655, -0.24889, 6.11804], [-1.49496, -3.19331, 1.10505], [2.83056, 2.63047, 0.00300], [2.83327, 3.48136, -3.01839], [1.21561, -0.98707, -3.99129], [0.93815, 4.83190, -1.08494], [-1.48897, 0.07941, 6.81773], [-2.75490, -0.14228, 6.24404], [4.06381, -0.09009, -3.51901], [-3.44467, 1.16218, -2.44691], [2.83841, -2.21063, -1.58582], [0.27013, -0.30987, 0.46145], [0.11718, -3.18797, 2.94935], [-1.07524, -2.66107, 2.36761], [-0.40616, -0.78347, 4.83617], [-5.68683, 0.87184, -2.00717], [-2.03743, 0.66271, -2.20594], [0.59157, -4.37533, 0.90441], [0.97352, -3.97626, 2.19397], [-0.66796, -4.03259, 0.38060], [-1.66910, -1.04182, 4.23758], [-1.81627, -1.59033, 2.92140], [-0.12383, 0.36362, -0.64390], [-1.52305, 0.90446, -0.79484], [4.38069, -0.87736, -4.22188], [2.17159, 3.61115, -3.88782], [2.22385, 2.03181, 0.69604], [3.42084, 4.40879, -2.90321], [3.70163, 2.03881, -0.31159], [0.24877, 4.72666, -0.23526], [3.20259, 3.50956, 0.55758], [-5.92348, 0.80669, -3.07483], [1.28679, -0.65622, 0.60365], [3.06541, -3.10911, -2.18143], [1.94288, -4.27029, 2.58600], [0.39021, -2.92245, 3.96760], [4.88879, 0.08409, -2.81422], [3.52644, 2.65647, -3.22383], [-0.48268, -0.47792, 1.22466], [-5.80104, 1.91384, -1.68765], [-1.53498, 1.99321, -0.59809], [-2.17148, 0.38491, -0.07116], [0.36972, 5.18499, -1.95872], [-3.81253, -0.86080, 4.50788], [1.69449, 5.58927, -0.82954], [1.96995, -2.43622, -0.95259], [3.90018, 0.82516, -4.10382], [1.69784, -1.34754, -4.91567], [-2.46025, -2.87721, 0.69849], [3.69620, -2.00936, -0.92503], [0.70723, -0.03829, -4.21953], [0.65383, -0.07416, 6.57637], [0.46416, -1.72995, -3.68925], [-6.31965, 0.20544, -1.42265], [-0.95616, -4.39515, -0.60372], [-3.65282, 0.12021, 6.79904], [-2.70044, -1.27783, 2.35950], [0.50169, -0.96499, 4.26113], [-1.37256, 1.17366, -2.89932], [-2.00749, -0.41377, -2.42541]], "atomic_forces_ev_per_a": [[-0.294, 0.021, 0.258], [-0.004, -0.054, -0.023], [-0.162, 1.052, 0.072], [-0.507, -0.433, -0.264], [0.555, 0.310, -0.232], [0.341, -1.005, 0.880], [-0.114, -0.996, -0.835], [0.149, 1.062, -0.295], [0.941, -0.546, 0.922], [0.227, 0.269, -0.245], [-0.191, -0.140, -0.346], [0.425, 0.258, -0.150], [0.380, 0.461, 0.337], [0.210, 0.121, 0.043], [0.007, -0.185, -0.119], [-0.005, -0.085, 0.020], [-0.092, -0.264, -0.619], [0.219, -0.226, -0.215], [0.216, -0.347, 0.086], [0.082, 0.596, -0.598], [0.248, -0.336, -0.052], [-0.124, 0.558, -1.443], [0.382, -0.012, -0.468], [-0.160, 0.128, -0.200], [-0.173, -0.075, 0.310], [-0.609, 0.091, 0.006], [-0.156, -0.090, -0.470], [-0.137, 0.321, -0.090], [-0.348, 0.276, 0.453], [-0.250, 0.083, 0.156], [0.266, 0.763, 0.250], [-0.281, -1.537, 0.792], [-0.298, 0.327, 1.345], [-0.516, -0.095, 0.515], [0.088, 0.231, 0.133], [0.146, -0.029, 0.263], [0.128, 0.137, -0.249], [-0.108, -0.307, -0.130], [-0.316, 0.122, 0.093], [0.180, 0.064, -0.203], [-0.056, -0.272, -0.087], [-0.010, -0.007, 0.260], [-0.071, 0.083, 0.031], [-0.008, 0.218, 0.209], [-0.231, -0.082, -0.036], [-0.037, -0.166, -0.300], [-0.165, -0.012, -0.188], [-0.164, 0.263, 0.087], [0.299, 0.024, -0.251], [-0.060, -0.254, -0.052], [0.036, -0.568, 0.069], [0.121, 0.309, -0.119], [0.173, -0.092, 0.276], [0.216, 0.111, 0.216], [-0.258, -0.080, -0.055], [0.115, 0.131, -0.209], [-0.089, -0.320, 0.184], [-0.171, 0.052, 0.292], [0.397, -0.069, 0.029], [-0.215, -0.090, -0.172], [0.175, -0.326, 0.084], [-0.220, 0.065, -0.126], [0.078, 0.240, -0.103], [-0.048, 0.138, -0.100], [0.041, 0.061, 0.249], [0.212, -0.072, -0.131], [0.111, -0.126, 0.122], [-0.230, 0.208, 0.240], [-0.239, -0.039, -0.103], [-0.048, 0.185, -0.007]], "mulliken_charge": [-0.0988, -0.1402, 0.3880, 0.4342, -0.2476, -0.5878, -0.4592, -0.0931, 0.3828, -0.3619, -1.0203, -0.3957, -0.9208, -0.9423, -1.0068, -1.1211, 0.4344, -0.7732, -1.1420, 0.1586, -0.4891, -0.6821, -0.3957, 0.7690, -0.1103, -0.6859, 0.1759, 0.4386, -0.9014, -0.7078, 0.4888, -0.7431, 0.6366, -0.9531, 0.3916, 0.2699, 0.2354, 0.3917, 0.2099, 0.2930, 0.4315, 0.3004, 0.4610, 0.4491, 0.4698, 0.9062, 0.3490, 0.1713, -0.2782, 0.3217, 0.2565, 0.2581, 0.3045, 0.4125, 0.3571, -0.3394, 0.3390, 0.4206, 0.4348, 0.3244, 0.2802, 0.4146, 0.2760, 0.2114, 0.4573, 0.4261, 0.4320, 0.5796, 0.1435, 0.3101]}


Entry 2:
{"formula": "C25H36CrF3NOPS", "method": "the ωB97M-V functional and the def2-TZVPD basis", "multiplicity": 5, "relative_energy_kj_mol": 89.6, "total_charge": 1, "orbital_gap_ev": [7.129, 7.497], "elements": ["Cr", "S", "P", "F", "F", "F", "O", "N", "C", "C", "C", "C", "C", "C", "C", "C", "C", "C", "C", "C", "C", "C", "C", "C", "C", "C", "C", "C", "C", "C", "C", "C", "C", "H", "H", "H", "H", "H", "H", "H", "H", "H", "H", "H", "H", "H", "H", "H", "H", "H", "H", "H", "H", "H", "H", "H", "H", "H", "H", "H", "H", "H", "H", "H", "H", "H", "H", "H", "H"], "coordinates": [[0.07687, 1.00332, 0.26766], [-0.08693, 3.24601, 1.20375], [2.53235, 0.22862, 0.27372], [-1.37672, 4.40037, 4.76682], [0.61241, 4.13628, 5.57042], [0.35660, 4.88927, 3.56178], [-1.50049, 0.04362, -0.66973], [-0.06460, 0.90184, 2.30204], [2.81871, 0.77542, -2.44905], [4.75611, 1.11294, 1.89390], [4.90546, -0.05684, -1.32381], [2.60213, -1.36636, 1.20250], [-0.21633, 0.24567, 4.57072], [-0.12660, 4.01707, 4.45015], [-1.53824, 0.79196, -5.69238], [-2.45426, -0.73777, -4.04938], [-2.16087, -0.33364, -1.64607], [-1.24065, 1.26888, -3.32846], [3.56927, 2.79813, 0.44702], [3.42940, 1.50528, 1.25332], [3.37812, -0.10514, -1.33248], [3.91139, -2.15392, 1.12434], [-0.19700, 1.59418, 4.92190], [-1.94260, 0.07763, -3.01893], [-1.32486, 1.17570, -7.12510], [-1.06079, 1.59694, -4.65922], [-0.13791, -0.05730, 3.22853], [1.45460, -2.26712, 0.74400], [-0.11363, 2.58488, 3.96364], [-0.07713, 2.21953, 2.60587], [-3.22470, -2.01617, -3.84754], [-2.22746, -0.36493, -5.36896], [-0.77162, 2.27278, -2.31350], [5.13958, 1.95832, 2.46660], [3.77989, 3.62578, 1.12330], [-0.24596, 1.87732, 5.96540], [4.08773, -2.51261, 0.10978], [-0.54921, 2.51748, -4.90877], [1.42787, -3.17974, 1.33978], [3.84737, -3.03354, 1.76525], [-2.96862, -1.04462, -1.45302], [-4.26303, -1.86669, -4.14633], [0.11169, 1.96044, -1.72014], [4.78084, -1.58054, 1.43500], [2.96615, 1.83534, -2.23693], [-0.13711, -1.07702, 2.86913], [5.34701, -0.67893, -0.54910], [3.07420, -1.13980, -1.54236], [-0.28582, -0.53264, 5.31367], [-0.73415, 2.08414, -7.21519], [5.50969, 0.85597, 1.15034], [-2.28018, 1.33996, -7.62281], [1.58630, -2.56739, -0.29738], [-2.81184, -2.78930, -4.49440], [5.27090, 0.96184, -1.18720], [0.47414, -1.78864, 0.81697], [5.28150, -0.40767, -2.28514], [3.32595, 0.55547, -3.38866], [-2.60136, -0.99900, -6.16250], [1.75185, 0.60550, -2.60460], [4.65368, 0.27716, 2.58342], [-1.55282, 2.56356, -1.60870], [-0.81043, 0.37760, -7.66041], [-0.42836, 3.17080, -2.82420], [2.65739, 3.05257, -0.09233], [4.39398, 2.73375, -0.26462], [2.71467, 1.71176, 2.06343], [-3.22529, -2.41510, -2.83854], [2.42865, -1.07207, 2.24569]], "atomic_forces_ev_per_a": [[0.060, 0.304, 0.300], [-0.027, -0.239, -0.006], [-0.271, -0.008, -0.172], [0.071, -0.020, -0.073], [-0.048, -0.043, -0.057], [-0.033, -0.128, 0.144], [-0.301, -0.176, -0.310], [0.051, -0.138, -0.426], [-0.066, 0.061, -0.015], [0.083, -0.049, 0.029], [0.083, 0.068, 0.027], [0.106, -0.020, 0.122], [0.017, 0.102, -0.279], [-0.005, 0.119, -0.050], [0.023, 0.034, -0.040], [0.056, 0.035, -0.229], [0.306, 0.160, 0.139], [0.041, -0.008, -0.214], [0.038, 0.015, -0.076], [-0.049, 0.063, 0.124], [0.062, -0.153, -0.023], [0.025, 0.008, -0.006], [0.048, -0.094, 0.079], [-0.044, -0.030, 0.246], [0.036, -0.009, -0.013], [-0.009, -0.038, 0.101], [-0.009, 0.123, 0.330], [-0.100, -0.007, -0.020], [0.026, 0.071, -0.009], [-0.113, 0.163, 0.190], [-0.065, -0.074, 0.065], [0.021, 0.016, 0.185], [0.153, 0.087, 0.384], [-0.005, 0.034, 0.016], [0.036, 0.024, 0.017], [0.010, 0.010, 0.006], [-0.002, -0.009, -0.033], [0.023, 0.032, -0.005], [0.002, -0.033, 0.026], [-0.018, -0.021, 0.038], [0.019, -0.002, 0.026], [-0.021, -0.010, 0.003], [-0.065, -0.091, -0.324], [-0.011, 0.020, 0.027], [0.023, 0.026, 0.002], [0.000, -0.040, -0.004], [-0.013, 0.003, -0.026], [0.009, 0.047, -0.014], [-0.007, -0.022, 0.018], [0.011, 0.020, 0.011], [-0.010, 0.013, 0.024], [-0.038, -0.006, -0.022], [0.021, -0.004, -0.041], [-0.017, -0.009, -0.018], [-0.027, -0.022, -0.019], [0.017, 0.027, 0.023], [0.011, -0.013, -0.042], [0.017, -0.019, -0.028], [-0.030, -0.036, -0.043], [-0.030, -0.027, 0.007], [-0.024, -0.035, 0.030], [-0.001, -0.049, -0.037], [-0.003, -0.016, -0.028], [-0.043, 0.037, 0.041], [-0.041, 0.013, -0.007], [-0.031, -0.004, -0.003], [0.030, -0.052, -0.061], [0.046, 0.030, 0.022], [-0.007, -0.010, -0.032]], "mulliken_charge": [0.0130, -0.5224, 0.5548, -0.2476, -0.2643, -0.2183, -0.4318, 0.2864, -1.4047, -1.5482, -1.7386, 0.7364, -1.0873, 0.5896, 0.6420, 0.8655, -0.9378, 1.2481, -1.7165, 1.1157, 1.0283, -1.6823, -0.3473, 0.7922, -1.5318, -1.0817, -0.5075, -1.5579, -0.1183, 0.9650, -1.8630, -0.5768, -1.0514, 0.4739, 0.4488, 0.4858, 0.3317, 0.2985, 0.4502, 0.4862, 0.3847, 0.3699, -0.1065, 0.3166, 0.2720, 0.5083, 0.2910, 0.4335, 0.4506, 0.3531, 0.2443, 0.3597, 0.3269, 0.4141, 0.2688, 0.1681, 0.5051, 0.5081, 0.4953, 0.1739, 0.3609, 0.4235, 0.3608, 0.4036, 0.2561, 0.3131, -0.0953, 0.3447, 0.5184]}


Entry 3:
{"formula": "C25H36CrNO2", "method": "the ωB97M-V functional and the def2-TZVPD basis", "multiplicity": 5, "relative_energy_kj_mol": 102.1, "total_charge": -1, "orbital_gap_ev": [4.392, 5.543], "elements": ["Cr", "O", "O", "N", "C", "C", "C", "C", "C", "C", "C", "C", "C", "C", "C", "C", "C", "C", "C", "C", "C", "C", "C", "C", "C", "C", "C", "C", "C", "H", "H", "H", "H", "H", "H", "H", "H", "H", "H", "H", "H", "H", "H", "H", "H", "H", "H", "H", "H", "H", "H", "H", "H", "H", "H", "H", "H", "H", "H", "H", "H", "H", "H", "H", "H"], "coordinates": [[-0.61107, -0.24058, 1.64864], [2.22501, 1.81964, -0.86796], [-0.03555, 0.29972, -3.30414], [-2.55854, -1.39080, 1.30794], [0.28162, -2.61601, 1.37593], [-2.39439, -1.74270, -1.22540], [-3.02514, -1.86313, 0.09587], [0.04610, -0.85258, -4.19260], [2.25872, 4.28587, -0.93952], [-1.80468, 1.23742, 2.72644], [-3.46889, -1.82087, 2.26074], [-2.12287, 1.38315, 1.33565], [-0.40437, 1.52278, 2.89254], [-3.41029, -1.57531, 3.70385], [1.20793, -0.87751, 2.61966], [1.24343, -1.53828, 1.33421], [-4.21068, -2.59505, 0.28897], [3.37358, 2.72628, -2.56417], [0.93451, -1.52642, -2.00704], [4.35892, 2.98892, -0.29445], [-0.39165, -2.56785, 2.61865], [0.69911, -2.03422, -3.44299], [-4.50108, -2.56371, 1.64574], [-0.91052, 1.66333, 0.62605], [0.10169, -1.44547, 3.37002], [3.06255, 3.01449, -1.08681], [0.14513, 1.79369, 1.59708], [2.59822, 1.47619, -2.27422], [0.22377, -0.17982, -1.95262], [-2.47735, -0.72812, -1.64854], [3.15146, 0.52772, -2.29929], [0.06508, -2.93335, -3.44677], [0.61015, -2.23285, -1.23935], [2.01796, 4.46282, 0.11251], [-0.97684, -1.14369, -4.50222], [0.11194, 1.57678, 3.85393], [-2.51423, 1.03546, 3.53151], [-0.23383, -1.16174, 4.37268], [-0.83039, 1.85501, -0.44355], [5.02888, 3.77558, -0.67076], [-0.72198, -0.17348, -1.37723], [0.85171, 0.54126, -1.40450], [0.61775, -0.59231, -5.10442], [2.83324, 5.13582, -1.33362], [1.95812, -0.18213, 3.00079], [-2.93074, -2.40076, -1.93160], [-4.36136, -1.91887, 4.13424], [4.88591, 2.03677, -0.43244], [-4.71626, -3.09740, -0.53023], [-5.34734, -3.00996, 2.16966], [4.18892, 3.17364, 0.77160], [-3.30285, -0.51316, 3.92372], [-1.34374, -2.07046, -1.21981], [0.17452, -3.41089, 0.63533], [2.85497, 3.38337, -3.26015], [4.42438, 2.61572, -2.80400], [1.72880, 1.42253, -2.93247], [-2.59337, -2.10854, 4.20289], [1.99677, -1.39440, 0.55805], [1.64920, -2.29285, -3.91874], [1.15285, 2.14864, 1.37547], [1.99933, -1.32583, -1.82850], [1.32825, 4.19181, -1.51304], [-3.12364, 1.36080, 0.89913], [-1.06682, -3.33414, 3.00370]], "atomic_forces_ev_per_a": [[-1.470, -1.428, -1.590], [1.691, 0.961, -1.993], [0.638, -1.597, -0.046], [-0.694, -0.568, -0.388], [0.799, 0.090, 0.598], [0.214, -0.012, -0.824], [-1.237, -0.807, 1.617], [-0.554, 0.079, 0.032], [-0.070, 0.013, 0.366], [0.412, 1.763, 0.257], [-0.537, -0.561, -2.070], [0.641, 0.556, 0.006], [-1.223, 1.412, 0.119], [-0.042, 0.180, 0.784], [-0.179, -1.269, 0.052], [0.013, -1.015, 1.066], [0.797, 0.326, -1.055], [-0.265, -0.070, 0.699], [0.290, 0.252, -0.399], [-0.011, 0.168, 0.350], [1.132, 0.120, 0.436], [0.135, 0.055, 0.063], [0.369, 0.401, 1.138], [-0.578, 1.550, 0.527], [1.419, -1.650, 0.088], [0.572, 1.023, 0.066], [-0.518, 0.332, -0.100], [-0.772, -1.249, -0.303], [-0.581, 0.872, 1.101], [0.171, -0.230, 0.072], [-0.103, 0.230, 0.014], [0.104, 0.372, -0.072], [-0.030, 0.261, -0.180], [-0.115, 0.099, -0.092], [0.352, 0.291, 0.080], [-0.111, -0.198, -0.498], [0.467, 0.137, -0.490], [0.272, -0.092, -0.466], [0.024, -0.055, 0.439], [-0.218, -0.070, 0.084], [0.704, -0.284, -0.622], [-0.593, -0.390, -0.543], [-0.261, 0.152, 0.478], [-0.104, -0.153, 0.146], [-0.565, 0.062, -0.328], [0.139, 0.160, 0.261], [0.256, 0.082, 0.055], [-0.239, 0.094, 0.117], [-0.152, 0.027, 0.222], [0.239, 0.112, -0.143], [0.035, -0.179, -0.073], [-0.049, -0.172, 0.251], [-0.421, 0.197, -0.026], [-0.162, 0.458, 0.122], [0.194, 0.039, -0.029], [0.099, 0.037, -0.059], [0.043, -0.348, 0.370], [-0.013, 0.086, 0.050], [-0.330, 0.128, 0.305], [-0.106, -0.093, 0.050], [-0.309, -0.554, 0.090], [-0.138, -0.301, -0.125], [0.167, 0.052, 0.177], [0.504, -0.470, 0.161], [-0.142, 0.586, -0.394]], "mulliken_charge": [0.2386, -0.4016, -0.5729, 1.2216, -0.8154, -0.5299, 0.0982, -0.6048, -1.7637, -0.3995, 0.3118, -0.7392, -1.1148, -1.0074, -0.5069, -0.6430, -1.0138, -0.8788, -0.1083, -1.7872, -0.0903, -0.8490, -0.9977, -0.6314, -0.7703, 1.5364, -0.0670, -0.2353, 3.6814, 0.2520, 0.1955, 0.3093, -0.3600, 0.3717, 0.2899, 0.4626, 0.8405, 0.4013, 0.6759, 0.3924, -1.6026, -1.3925, 0.3414, 0.3852, 0.5036, 0.3108, 0.4043, 0.3982, 0.3730, 0.3855, 0.3465, 0.0083, -0.3245, 0.5402, 0.3161, 0.3476, 0.2692, 0.0510, 0.4542, 0.2706, 0.4081, 0.5185, 0.3876, 0.3837, 0.5256]}